Entry 1:
25
Properties=species:S:1:pos:R:3:forces:R:3:lowdin_spin:R:1 method="wB97M-V/def2-TZVPD" orbital_gap_ev="2.5 / 7.8" lumo_ha="0.18362 / 0.20314" total_energy_ha=-894.74212 charge=-2 multiplicity=2
C -0.691 -2.080 -0.749 -0.0912 0.2976 0.3030 0.00
H -2.889 -1.463 0.628 0.0182 -0.0594 -0.1188 0.00
H 3.554 2.269 -0.820 0.2243 -0.0490 -0.7135 0.00
H -0.686 0.049 -0.881 -0.1345 0.2075 0.0276 0.00
H -0.541 -1.195 1.726 -0.0066 0.1119 0.0592 0.00
H 0.409 -1.782 -2.442 0.0152 0.1752 0.1342 0.00
H 0.337 2.519 -0.288 0.0566 0.0766 0.0645 0.00
H 1.233 -1.571 -1.047 0.1316 0.3196 -0.0535 0.00
H -2.109 1.401 1.171 0.2430 -0.1494 0.0733 0.01
N -0.416 -0.380 1.134 0.3245 -0.2021 -0.3786 0.01
C -1.047 -0.683 -0.158 0.3285 -0.0657 0.2700 0.02
S -3.260 0.901 0.714 -0.4356 -0.0488 -0.2619 0.89
O 0.682 3.412 -0.148 0.0766 0.0472 -0.0257 0.01
H 1.636 3.237 0.003 -0.2001 -0.1241 -0.0896 0.00
H -0.621 -2.784 0.089 -0.0428 -0.0215 0.0730 0.00
O 3.180 2.233 0.049 -0.2695 -0.0763 0.8543 0.00
H 2.506 1.367 0.054 0.2496 0.0909 -0.1188 0.00
H 1.583 -0.766 1.743 -0.0653 -0.0793 0.2467 0.00
C -2.574 -0.628 -0.008 0.2531 0.2597 0.2871 0.04
H -1.534 -2.424 -1.356 0.0900 -0.0487 -0.1674 0.00
N 0.548 -2.161 -1.513 -0.0585 -0.3723 -0.0312 0.00
H 1.045 0.938 1.862 0.0819 -0.0663 0.0274 0.00
C 1.051 0.046 1.211 -0.3198 -0.0181 -0.5263 0.00
H -3.041 -0.756 -0.985 0.0131 -0.0366 0.0269 0.00
O 1.645 0.302 0.010 -0.4823 -0.1684 0.0379 0.00


Entry 2:
38
Properties=species:S:1:pos:R:3:forces:R:3:lowdin_charge:R:1 method="wB97M-V/def2-TZVPD" orbital_gap_ev=8.3 lumo_ha=-0.00238 total_energy_ha=-1699.76710 e_above_lowest_ev=10.829 smiles="O=S(=O)(c1ccc(Cl)cc1)N1CCC(n2cccc2)CC1"
C 1.354 -0.668 2.692 0.6055 3.2845 -0.3092 -0.10
H -0.163 -2.158 2.095 -0.1109 2.9308 1.0534 0.16
H -2.216 1.495 -4.042 1.0189 1.4935 -3.4081 0.08
N 3.671 -0.710 1.913 7.5910 -1.8897 0.2728 -0.15
H -3.214 -0.348 0.453 0.6327 0.3209 0.6702 0.10
H -0.908 -0.606 2.839 -0.3778 0.5103 0.2536 0.08
C -2.376 1.268 -3.081 -6.0490 -2.6777 -3.0088 -0.11
H 4.511 1.297 1.369 0.1788 -2.8373 0.4263 0.17
O 0.546 1.633 -0.225 -2.5607 -1.0724 1.9027 -0.36
H 1.330 0.496 3.000 0.3743 -2.7255 0.3875 0.14
C 0.688 -1.452 -0.254 1.9092 11.3651 3.7009 -0.17
H 2.007 -2.718 0.812 -0.1096 2.4799 -0.3742 0.15
C -3.587 0.617 -2.918 -1.8109 -1.2149 3.7208 -0.51
C -4.002 0.070 -1.519 12.3472 4.0392 -2.3758 0.03
C -1.693 0.822 -1.001 -5.3696 -5.3158 10.3097 -0.30
C 2.449 -0.509 1.428 -6.0759 -0.0142 -3.6968 -0.27
H 6.122 -2.266 3.412 1.3073 0.4280 0.1155 0.09
S -0.663 0.948 0.388 6.5693 -0.8078 -3.1620 0.70
H 2.823 -1.927 -0.371 -0.1053 1.1002 -0.8984 0.11
H -4.889 -0.130 -1.348 -8.3131 -2.5198 1.4608 -0.01
H 2.442 0.593 0.767 -0.4342 -3.0231 2.5374 0.20
C 5.720 -1.499 2.780 -5.8823 -2.4429 -0.2529 -0.10
H 3.657 -2.786 2.752 2.4958 2.2872 -1.2402 0.16
C -1.472 1.238 -2.166 4.7423 2.9962 -0.3683 -0.14
C 4.712 0.177 1.720 -2.4551 5.3898 0.3489 -0.12
H -0.541 1.736 -2.187 1.1304 0.5563 -0.9217 0.13
H 0.240 -2.140 -0.621 -5.4276 -9.0229 -3.9398 0.02
N -0.306 -0.677 0.716 0.8492 0.5601 0.3233 -0.19
C 1.993 -1.614 0.257 3.7820 -4.1327 6.2018 -0.14
H 1.700 -1.451 3.530 -0.5775 2.1140 -1.9709 0.14
O -1.211 1.368 1.615 -1.3795 1.3614 0.8958 -0.27
C 4.402 -1.878 2.371 -3.0875 -1.0273 2.1641 -0.07
Cl -4.772 0.381 -4.248 1.1716 0.4167 1.1726 0.61
C -2.955 0.128 -0.470 -1.6369 1.5796 -6.8576 0.05
H 0.922 -0.788 -1.053 -0.9312 1.1870 -1.0282 0.12
H 6.796 0.120 2.506 0.0170 1.9893 -0.1250 0.10
C -0.095 -0.915 2.230 1.7278 -5.8244 -3.4728 -0.20
C 5.752 -0.128 2.499 4.2445 -1.8415 -0.5074 -0.15


Entry 3:
10
Properties=species:S:1:pos:R:3:forces:R:3:lowdin_charge:R:1 method="wB97M-V/def2-TZVPD" orbital_gap_ev=8.7 lumo_ha=-0.00943 total_energy_ha=-628.09540 e_above_lowest_ev=3.799 smiles="C#CC(=S)OC"
C 1.266 0.893 -1.462 -0.4143 0.3643 -2.1506 -0.06
H 2.741 -1.260 1.542 1.6877 -0.4835 0.8983 0.02
C 2.002 -0.730 1.070 -3.1593 -0.0024 -1.4220 0.15
C 0.920 -0.554 0.539 0.2940 0.0542 1.8787 -0.14
C -0.364 -0.039 0.024 1.6630 -1.0288 0.9437 -0.95
S -1.822 -0.253 0.675 -0.0938 -0.1243 0.1570 0.75
O -0.135 0.626 -1.063 0.5581 0.8627 -1.7729 -0.18
H 1.065 1.170 -2.627 0.9202 -0.3134 2.9682 0.13
H 1.533 1.851 -0.790 0.2128 -2.5106 -1.7727 0.14
H 1.939 -0.136 -1.451 -1.6683 3.1819 0.2722 0.14